#w
The following is a DFT calculation (ωB97M-V with the def2-TZVPD basis set) of a molecular structure, C30H71N9O12SZn.

Summary:
- gap between HOMO and LUMO (eV) = 3.48
- 2S+1 = 1
- HOMO (eV) = -8.49

Geometry (Å):
Zn: 11.20 3.95 15.36
S: 10.52 0.48 15.14
O: 11.54 -0.59 15.13
O: 10.66 1.36 16.27
O: 10.77 1.56 14.17
O: 9.20 -0.09 15.03
C: 17.23 0.29 7.37
C: 17.43 1.88 7.37
N: 16.86 2.61 8.57
C: 15.35 2.59 8.57
C: 14.85 2.22 9.96
C: 17.37 3.99 8.73
C: 18.38 4.08 9.85
H: 17.72 -0.04 8.29
H: 17.81 0.00 6.49
H: 16.17 0.05 7.38
H: 18.51 2.05 7.35
H: 17.01 2.23 6.42
H: 15.01 3.61 8.35
H: 14.98 1.98 7.75
H: 14.87 1.18 10.29
H: 15.25 2.84 10.77
H: 13.78 2.38 9.83
H: 16.61 4.68 9.08
H: 17.73 4.29 7.74
H: 17.94 4.10 10.85
H: 19.04 4.94 9.85
H: 19.05 3.22 9.93
C: 4.98 -2.49 16.34
C: 4.47 -1.20 16.99
O: 3.42 -1.17 17.59
N: 5.44 -0.31 17.14
C: 5.09 0.85 17.87
H: 6.01 -2.49 15.99
H: 4.34 -2.60 15.46
H: 4.86 -3.25 17.11
H: 6.34 -0.39 16.68
H: 4.79 0.57 18.88
H: 4.20 1.39 17.52
H: 5.98 1.44 18.08
C: 11.60 6.38 20.22
C: 10.44 6.13 19.33
O: 10.67 5.73 18.17
N: 9.25 6.33 19.88
C: 7.97 6.04 19.28
H: 12.47 6.65 19.62
H: 11.73 5.39 20.66
H: 11.37 7.06 21.04
H: 9.15 6.54 20.86
H: 7.96 5.37 18.41
H: 7.48 6.96 18.95
H: 7.27 5.61 19.99
C: 10.17 -5.34 14.90
C: 10.00 -5.33 16.41
O: 9.94 -6.41 16.93
N: 10.03 -4.17 17.06
C: 9.94 -3.82 18.47
H: 11.17 -5.62 14.56
H: 9.83 -4.37 14.52
H: 9.48 -6.12 14.58
H: 10.27 -3.37 16.50
H: 10.88 -3.70 19.00
H: 9.24 -4.46 19.01
H: 9.44 -2.85 18.41
C: 15.06 -4.29 16.51
C: 15.67 -4.23 15.13
O: 16.83 -4.50 14.94
N: 14.99 -3.78 14.06
C: 15.57 -3.75 12.72
H: 15.67 -5.02 17.04
H: 14.00 -4.54 16.43
H: 15.08 -3.26 16.86
H: 14.12 -3.28 14.19
H: 15.68 -2.70 12.47
H: 14.85 -3.94 11.93
H: 16.48 -4.30 12.47
C: 16.48 -1.36 20.92
C: 15.21 -1.54 21.61
O: 15.14 -2.34 22.52
N: 14.10 -0.86 21.34
C: 13.74 -0.20 20.00
H: 17.35 -1.61 21.52
H: 16.60 -0.32 20.60
H: 16.54 -2.06 20.08
H: 13.36 -0.99 22.01
H: 12.97 0.54 20.19
H: 13.38 -0.97 19.32
H: 14.52 0.41 19.53
C: 5.75 5.57 13.67
C: 6.57 4.38 14.07
O: 7.68 4.54 14.53
N: 6.07 3.18 13.93
C: 4.88 2.66 13.37
H: 6.21 6.52 13.91
H: 4.79 5.50 14.18
H: 5.74 5.52 12.58
H: 6.72 2.52 14.35
H: 4.36 2.11 14.16
H: 5.02 1.95 12.56
H: 4.21 3.48 13.08
C: 10.37 -1.24 10.39
C: 9.88 -0.11 9.63
O: 9.61 -0.31 8.43
N: 9.65 1.03 10.30
C: 8.97 2.19 9.74
H: 10.27 -1.03 11.46
H: 11.46 -1.27 10.36
H: 9.84 -2.14 10.10
H: 9.94 1.12 11.27
H: 9.24 3.19 10.10
H: 7.90 2.09 9.89
H: 8.95 2.14 8.65
C: 16.10 1.88 15.42
C: 15.75 3.36 15.64
O: 14.59 3.77 15.87
N: 16.78 4.20 15.49
C: 16.85 5.63 15.59
H: 17.11 1.89 15.02
H: 15.49 1.55 14.57
H: 15.97 1.21 16.27
H: 17.60 3.74 15.11
H: 15.83 5.93 15.36
H: 17.49 5.94 14.76
H: 17.22 6.02 16.54

Here are the Löwdin charges for atoms 1 to 8, given in e: number 1, Zn, carries 1.144; number 2, S, carries 0.152; number 3, O, carries -0.341; number 4, O, carries -0.349; number 5, O, carries -0.305; number 6, O, carries -0.334; number 7, C, carries -0.070; number 8, C, carries -0.231

#x
The following is a DFT calculation (ωB97M-V with the def2-TZVPD basis set) of a molecular structure, C30H71N9O12SZn.

Summary:
- gap between HOMO and LUMO (eV) = 8.39
- 2S+1 = 1
- HOMO (eV) = -8.85

Geometry (Å):
Zn: -2.93 0.03 -0.83
S: -0.67 0.95 0.07
O: 0.08 0.35 1.17
O: -2.06 1.33 0.49
O: 0.04 2.09 -0.54
O: -0.95 -0.08 -1.01
C: 1.57 -3.20 2.17
C: 2.69 -2.79 1.23
N: 3.42 -3.93 0.64
C: 4.41 -3.37 -0.32
C: 3.80 -2.88 -1.61
C: 4.14 -4.60 1.71
C: 4.96 -5.80 1.26
H: 0.86 -3.90 1.72
H: 1.02 -2.32 2.51
H: 1.96 -3.63 3.10
H: 2.27 -2.21 0.40
H: 3.38 -2.11 1.76
H: 4.98 -2.56 0.16
H: 5.10 -4.17 -0.57
H: 3.16 -2.01 -1.48
H: 4.59 -2.61 -2.31
H: 3.21 -3.66 -2.09
H: 3.41 -5.00 2.42
H: 4.77 -3.89 2.28
H: 5.93 -5.53 0.84
H: 4.37 -6.37 0.54
H: 5.12 -6.48 2.09
C: -7.07 1.28 -0.66
C: -5.81 0.95 0.11
O: -4.88 0.35 -0.44
N: -5.81 1.26 1.41
C: -4.66 1.01 2.29
H: -7.78 0.46 -0.57
H: -6.81 1.43 -1.70
H: -7.46 2.25 -0.33
H: -6.68 1.50 1.86
H: -4.83 1.58 3.21
H: -3.75 1.39 1.85
H: -4.58 -0.05 2.52
C: 1.06 3.83 2.32
C: 0.76 5.10 1.56
O: 0.88 6.20 2.05
N: 0.37 4.92 0.27
C: 0.24 6.05 -0.62
H: 1.10 4.05 3.38
H: 2.04 3.46 2.00
H: 0.32 3.06 2.10
H: 0.26 3.99 -0.09
H: 0.32 5.69 -1.65
H: 1.07 6.75 -0.47
H: -0.72 6.56 -0.50
C: 1.58 -6.32 -1.56
C: 0.40 -5.37 -1.61
O: -0.69 -5.71 -2.06
N: 0.64 -4.16 -1.07
C: -0.35 -3.10 -1.01
H: 1.92 -6.45 -0.54
H: 2.41 -5.98 -2.19
H: 1.26 -7.28 -1.95
H: 1.49 -4.00 -0.55
H: -0.46 -2.71 0.00
H: -1.32 -3.49 -1.32
H: -0.10 -2.25 -1.63
C: 3.59 0.81 0.58
C: 3.91 2.11 -0.13
O: 5.05 2.56 -0.14
N: 2.89 2.70 -0.78
C: 3.08 3.95 -1.49
H: 3.91 -0.01 -0.07
H: 2.53 0.69 0.81
H: 4.21 0.76 1.47
H: 1.96 2.31 -0.70
H: 4.03 3.92 -2.01
H: 3.08 4.80 -0.80
H: 2.25 4.09 -2.18
C: -1.49 1.06 4.18
C: -0.09 1.03 4.74
O: 0.13 1.24 5.92
N: 0.87 0.70 3.85
C: 2.26 0.61 4.22
H: -1.91 2.06 4.34
H: -2.11 0.36 4.75
H: -1.53 0.78 3.13
H: 0.63 0.48 2.89
H: 2.80 1.54 3.99
H: 2.72 -0.18 3.62
H: 2.36 0.39 5.28
C: -2.81 1.54 -4.82
C: -2.81 2.04 -3.42
O: -3.03 1.27 -2.47
N: -2.52 3.32 -3.20
C: -2.49 3.89 -1.87
H: -3.82 1.23 -5.11
H: -2.16 0.68 -4.90
H: -2.53 2.29 -5.56
H: -2.20 3.88 -3.97
H: -3.49 4.16 -1.52
H: -1.91 4.81 -1.90
H: -2.03 3.19 -1.17
C: 0.49 3.75 -4.36
C: 1.20 2.41 -4.39
O: 1.96 2.14 -5.30
N: 0.92 1.56 -3.37
C: 1.60 0.29 -3.21
H: -0.22 3.78 -5.18
H: 1.25 4.53 -4.39
H: -0.08 3.88 -3.43
H: 0.40 1.88 -2.57
H: 2.52 0.28 -3.78
H: 0.97 -0.53 -3.56
H: 1.78 0.15 -2.14
C: -2.03 -2.21 2.61
C: -3.03 -2.33 1.49
O: -3.03 -1.51 0.57
N: -3.99 -3.25 1.61
C: -5.17 -3.33 0.77
H: -1.46 -3.13 2.78
H: -2.59 -2.06 3.54
H: -1.39 -1.36 2.43
H: -4.00 -3.82 2.44
H: -4.90 -3.20 -0.28
H: -5.91 -2.57 1.04
H: -5.59 -4.32 0.87

Here are the Löwdin charges for atoms 1 to 8, given in e: number 1, Zn, carries 0.739; number 2, S, carries 0.346; number 3, O, carries -0.335; number 4, O, carries -0.389; number 5, O, carries -0.369; number 6, O, carries -0.381; number 7, C, carries -0.082; number 8, C, carries -0.263

#x ends up most stable, edging out the next structure by 0.5090 hartree.

#w
The following is a DFT calculation (ωB97M-V with the def2-TZVPD basis set) of C17H19NO4S in the gas phase.

Summary:
- gap between HOMO and LUMO (eV) = 8.12
- 2S+1 = 1
- HOMO (eV) = -7.79

Geometry (Å):
C: 1.42 4.74 -0.78
C: 1.51 4.03 0.56
O: 1.71 2.63 0.41
C: 0.62 1.88 0.19
O: -0.50 2.37 0.15
C: 0.88 0.46 0.05
C: -0.19 -0.42 -0.02
N: -1.51 -0.06 0.00
C: -2.51 -0.99 -0.04
O: -2.26 -2.18 -0.10
C: -3.86 -0.43 -0.01
C: -4.30 0.88 0.05
C: -5.71 0.81 0.05
C: -6.02 -0.52 -0.02
O: -4.91 -1.26 -0.05
S: 0.28 -2.06 -0.10
C: 1.97 -1.59 -0.09
C: 2.14 -0.24 -0.01
C: 3.47 0.46 -0.04
C: 4.54 -0.32 -0.79
C: 5.20 -1.42 0.03
C: 4.20 -2.31 0.77
C: 2.99 -2.67 -0.08
H: 0.55 4.38 -1.33
H: 2.31 4.54 -1.37
H: 1.33 5.81 -0.63
H: 2.38 4.38 1.13
H: 0.59 4.21 1.14
H: -1.66 0.95 0.05
H: -3.71 1.77 0.09
H: -6.39 1.63 0.09
H: -6.96 -1.03 -0.04
H: 3.33 1.42 -0.52
H: 3.80 0.66 0.98
H: 4.10 -0.74 -1.70
H: 5.32 0.38 -1.11
H: 5.81 -2.04 -0.64
H: 5.88 -0.97 0.76
H: 4.71 -3.22 1.09
H: 3.85 -1.81 1.67
H: 3.31 -2.90 -1.10
H: 2.52 -3.58 0.31

Here are the Löwdin charges for atoms 1 to 8, given in e: number 1, C, carries -0.059; number 2, C, carries -0.210; number 3, O, carries -0.012; number 4, C, carries -0.414; number 5, O, carries 0.068; number 6, C, carries -0.096; number 7, C, carries -0.424; number 8, N, carries 0.115

#x
The following is a DFT calculation (ωB97M-V with the def2-TZVPD basis set) of C17H19NO4S in the gas phase.

Summary:
- gap between HOMO and LUMO (eV) = 9.53
- 2S+1 = 1
- HOMO (eV) = -8.82

Geometry (Å):
C: 5.52 -2.19 -0.28
C: 4.32 -3.11 -0.13
C: 4.54 -4.18 0.94
O: 3.17 -2.34 0.29
C: 2.44 -1.77 -0.66
O: 2.66 -1.86 -1.84
C: 1.28 -1.02 -0.05
C: 0.08 -1.99 0.28
C: -0.21 -2.77 -0.99
C: -0.84 -1.92 -1.79
C: -0.88 -0.63 -1.02
C: -1.76 0.57 -1.29
N: -0.93 1.68 -0.84
C: -1.51 2.95 -0.49
C: -2.37 2.82 0.73
C: -1.97 2.50 1.99
C: -3.05 2.41 2.91
C: -4.25 2.66 2.32
S: -4.09 3.01 0.65
C: 0.36 1.36 -0.58
O: 1.18 2.11 -0.10
C: 0.58 -0.07 -1.02
O: -1.00 -1.09 0.33
H: 5.32 -1.44 -1.04
H: 5.74 -1.69 0.66
H: 6.39 -2.77 -0.59
H: 4.08 -3.57 -1.09
H: 4.75 -3.71 1.90
H: 5.38 -4.80 0.66
H: 3.66 -4.80 1.04
H: 1.60 -0.52 0.86
H: 0.19 -2.55 1.20
H: 0.09 -3.78 -1.16
H: -1.18 -2.04 -2.80
H: -2.68 0.52 -0.71
H: -1.99 0.67 -2.36
H: -2.10 3.33 -1.33
H: -0.67 3.62 -0.29
H: -0.94 2.34 2.26
H: -2.93 2.18 3.95
H: -5.22 2.67 2.77
H: 1.05 -0.10 -2.01

Here are the Löwdin charges for atoms 1 to 8, given in e: number 1, C, carries -0.030; number 2, C, carries -0.399; number 3, C, carries -0.037; number 4, O, carries 0.032; number 5, C, carries -0.457; number 6, O, carries 0.127; number 7, C, carries -0.072; number 8, C, carries -0.217

#w ends up most stable, edging out the next structure by 0.0255 hartree.